Record 1
C32H56CuN3OP2 | wB97M-V/def2-TZVPD

Last column: Mulliken spin population.
Geometry (Å):
C (-2.297, 1.214, -1.241)  -0.0058
C (-1.783, -1.035, -1.590)  -0.0197
C (-3.458, 1.111, -2.051)  0.0075
C (-3.007, -1.244, -2.243)  0.0051
C (-3.833, -0.156, -2.492)  -0.0035
H (-3.986, 2.025, -2.323)  0.0004
H (-3.292, -2.268, -2.489)  0.0002
H (-4.811, -0.291, -3.023)  0.0004
N (-1.537, 0.163, -0.953)  0.0901
P (-0.954, 2.971, 0.704)  0.0135
P (-0.033, -2.722, -0.189)  0.0341
C (-1.829, 2.631, -0.869)  -0.0063
H (-1.116, 2.952, -1.659)  -0.0006
H (-2.690, 3.321, -0.952)  -0.0006
C (-0.756, -2.070, -1.739)  0.0113
H (-1.030, -2.850, -2.492)  0.0038
C (0.990, -4.138, -0.896)  -0.0020
C (-0.872, -3.229, 1.494)  0.0083
C (0.710, 3.723, 0.395)  0.0119
C (-2.227, 3.908, 1.700)  0.0181
C (2.433, -3.740, -0.526)  0.0000
H (2.568, -3.710, 0.567)  -0.0005
H (3.135, -4.482, -0.949)  0.0001
H (2.693, -2.740, -0.924)  0.0005
C (0.620, -5.501, -0.312)  -0.0013
H (0.807, -5.582, 0.763)  -0.0002
H (-0.426, -5.756, -0.520)  0.0000
H (1.237, -6.273, -0.804)  0.0003
C (0.885, -4.278, -2.429)  -0.0021
H (1.705, -4.919, -2.808)  0.0001
H (-0.054, -4.751, -2.754)  -0.0001
H (0.974, -3.300, -2.920)  0.0008
C (0.280, -3.564, 2.469)  0.0015
H (0.938, -2.686, 2.589)  -0.0004
H (-0.156, -3.803, 3.458)  0.0000
H (0.898, -4.421, 2.162)  -0.0001
C (-1.624, -2.051, 2.113)  -0.0195
H (-0.959, -1.194, 2.298)  0.0079
H (-2.460, -1.717, 1.479)  -0.0005
H (-2.029, -2.370, 3.090)  -0.0002
C (-1.886, -4.365, 1.309)  -0.0007
H (-1.432, -5.337, 1.078)  0.0001
H (-2.442, -4.494, 2.257)  -0.0001
H (-2.610, -4.111, 0.522)  0.0007
C (-1.632, 4.259, 3.082)  0.0038
H (-2.449, 4.685, 3.694)  -0.0007
H (-1.240, 3.365, 3.594)  -0.0002
H (-0.836, 5.022, 2.994)  0.0000
C (-3.481, 3.007, 1.860)  0.0013
H (-3.974, 2.816, 0.890)  0.0001
H (-3.239, 2.048, 2.341)  -0.0008
H (-4.203, 3.542, 2.506)  -0.0001
C (-2.653, 5.209, 0.982)  0.0030
H (-3.390, 5.723, 1.626)  0.0001
H (-1.796, 5.884, 0.834)  0.0007
H (-3.133, 5.015, 0.010)  -0.0004
C (1.418, 3.086, -0.820)  -0.0075
H (0.899, 3.306, -1.763)  0.0009
H (2.426, 3.531, -0.891)  -0.0004
H (1.542, 1.999, -0.732)  0.0054
C (1.612, 3.484, 1.622)  0.0027
H (1.773, 2.416, 1.790)  -0.0002
H (2.586, 3.946, 1.418)  0.0000
H (1.211, 3.935, 2.537)  0.0003
C (0.609, 5.231, 0.064)  -0.0028
H (-0.062, 5.404, -0.789)  -0.0001
H (0.289, 5.837, 0.916)  0.0005
H (1.605, 5.580, -0.233)  -0.0003
Cu (0.075, 0.158, 0.361)  0.5264
C (-0.794, 1.390, 1.626)  0.1417
O (-1.061, 1.122, 2.817)  0.0077
N (1.127, -0.346, -1.200)  0.1508
C (0.836, -1.078, -2.210)  -0.0158
C (1.659, -0.919, -3.590)  0.0147
C (1.441, -1.903, -4.725)  0.0010
C (1.415, 0.467, -4.170)  -0.0015
C (3.152, -0.939, -3.267)  -0.0023
H (1.858, -2.906, -4.561)  0.0002
H (0.396, -1.992, -5.048)  0.0000
H (2.007, -1.489, -5.586)  0.0003
H (1.694, 1.223, -3.446)  -0.0003
H (2.037, 0.577, -5.059)  0.0003
H (0.363, 0.605, -4.440)  0.0003
H (3.701, -0.670, -4.166)  0.0001
H (3.345, -0.204, -2.488)  -0.0012
H (3.495, -1.909, -2.904)  -0.0004
C (3.012, 0.934, 4.598)  -0.0007
C (2.689, -0.487, 4.098)  0.0018
C (1.915, -0.420, 2.852)  -0.0103
N (1.441, -0.212, 1.822)  0.0294
H (3.744, 1.398, 3.920)  0.0001
H (3.433, 0.938, 5.608)  0.0001
H (2.115, 1.567, 4.604)  0.0001
H (3.623, -1.032, 3.882)  0.0000
H (2.114, -1.075, 4.840)  -0.0001

For the gap between HOMO and LUMO (alpha / beta), the calculation gives 6.4 / 6.4 eV. The total energy is -103818.287 eV. The LUMO energy (alpha / beta) comes out at -2.69 / -2.68 eV. The multiplicity is 2. Its charge is +1. The calculation puts the strongest force on any atom at 4.15 eV Å⁻¹. As for the energy above the lowest of the compared OMol25 structures with the same formula, charge and spin: 70.6 kcal per mole.


Record 2
C4H13N2O2 | wB97M-V/def2-TZVPD

Last column: Mulliken charge in e.
Geometry (Å):
N (-1.806, 1.434, 0.866)  -0.2167
C (-1.378, 0.012, 0.718)  -0.7226
C (-0.815, -0.141, -0.675)  0.4445
N (0.081, -1.112, -0.877)  -0.1114
C (0.899, -1.839, 0.121)  -0.2890
C (2.382, -1.701, -0.225)  -1.1849
O (-1.283, 0.571, -1.540)  -0.6224
H (-2.632, 1.495, 1.472)  0.3565
H (-1.957, 1.813, -0.091)  0.3657
H (-1.065, 1.931, 1.308)  0.3273
H (-0.812, -0.318, 1.578)  0.4470
H (-2.224, -0.670, 0.789)  0.2926
H (0.423, -1.216, -1.819)  0.3015
H (0.665, -1.398, 1.081)  0.1982
H (0.574, -2.862, 0.244)  0.3253
H (2.887, -2.231, 0.578)  0.3504
H (2.663, -0.690, 0.060)  0.3177
H (2.645, -2.171, -1.163)  0.3998
H (0.473, 2.342, -1.066)  0.3114
H (0.183, 3.786, -0.935)  0.3232
O (0.097, 2.966, -0.427)  -0.6140

For the gap between HOMO and LUMO, the calculation gives 10.7 eV. The total energy is -11427.986 eV. The LUMO energy comes out at -3.27 eV. The multiplicity is 1. Its charge is +1. The calculation puts the strongest force on any atom at 2.42 eV Å⁻¹. As for the energy above the lowest of the compared OMol25 structures with the same formula, charge and spin: 34.3 kcal per mole.


Record 3
C4H9NO2 | wB97M-V/def2-TZVPD

Last column: Mulliken charge in e.
Geometry (Å):
C (-1.194, 1.379, -0.425)  -1.4178
C (-0.257, 0.434, 0.326)  0.6112
C (-0.828, -0.984, 0.333)  -0.7778
O (-0.368, -1.747, 1.414)  -0.5652
N (1.108, 0.514, -0.212)  -0.1517
C (2.004, -0.472, -0.453)  -0.0385
O (1.841, -1.675, -0.342)  -0.6117
H (-0.772, 2.382, -0.555)  0.4004
H (-2.114, 1.477, 0.160)  0.3589
H (-1.465, 0.985, -1.411)  0.3299
H (-0.219, 0.748, 1.376)  0.1214
H (-1.912, -0.888, 0.450)  0.3986
H (-0.634, -1.476, -0.630)  0.3783
H (0.493, -2.095, 1.135)  0.3848
H (1.490, 1.445, -0.278)  0.2427
H (2.969, -0.061, -0.802)  0.3364

For the gap between HOMO and LUMO, the calculation gives 10.8 eV. Its structure (SMILES) is C[C@@H](CO)NC=O. The total energy is -9879.185 eV. The LUMO energy comes out at 0.73 eV. The multiplicity is 1. Its charge is 0. The calculation puts the strongest force on any atom at 0.36 eV Å⁻¹. As for the energy above the lowest of the compared OMol25 structures with the same formula, charge and spin: 20.2 kcal per mole.


Record 4
C59H43Cl3N12O2RuS2 | wB97M-V/def2-TZVPD

Last column: Mulliken spin population.
Geometry (Å):
Ru (0.192, 0.156, -0.265)  2.4807
C (4.105, 3.327, 3.951)  0.0202
C (5.107, 3.006, 3.033)  0.0130
C (4.837, 2.252, 1.897)  0.0576
C (3.531, 1.836, 1.715)  0.0149
C (2.909, 1.038, 0.671)  0.1505
N (1.560, 0.944, 0.947)  -0.0925
C (1.290, 1.575, 2.132)  0.1513
N (0.132, 1.598, 2.779)  -0.0488
C (-0.992, 1.104, 2.311)  0.0697
C (-2.215, 0.939, 3.096)  0.0309
C (-2.505, 1.233, 4.413)  0.0386
C (-3.784, 0.922, 4.866)  0.0072
C (-4.730, 0.339, 4.024)  0.0154
C (-4.434, 0.048, 2.695)  0.0283
C (-3.163, 0.356, 2.251)  0.0273
C (-2.520, 0.193, 0.949)  0.0487
N (-3.110, -0.269, -0.133)  -0.0137
C (-2.498, -0.574, -1.262)  0.0491
N (-1.161, -0.792, -1.426)  0.0003
C (-0.903, -1.059, -2.749)  0.0830
N (0.272, -1.279, -3.291)  -0.0413
C (1.434, -1.040, -2.700)  0.1278
N (1.632, -0.302, -1.568)  -0.0528
C (2.979, -0.183, -1.320)  0.1275
N (3.554, 0.477, -0.334)  -0.0691
C (3.697, -0.893, -2.370)  0.0373
C (5.050, -1.074, -2.598)  0.0569
C (5.410, -1.825, -3.711)  0.0116
C (4.448, -2.373, -4.562)  0.0189
C (3.090, -2.187, -4.332)  0.0562
C (2.733, -1.438, -3.225)  0.0381
C (-2.171, -1.077, -3.474)  0.0276
C (-2.466, -1.278, -4.808)  0.0410
C (-3.800, -1.160, -5.188)  0.0061
C (-4.794, -0.850, -4.260)  0.0151
C (-4.493, -0.650, -2.916)  0.0280
C (-3.168, -0.772, -2.544)  0.0356
N (-1.235, 0.653, 1.040)  -0.0169
C (2.523, 2.167, 2.628)  0.0215
C (2.792, 2.911, 3.763)  0.0482
H (4.357, 3.913, 4.823)  0.0011
H (6.115, 3.355, 3.212)  0.0010
H (5.607, 2.008, 1.179)  0.0029
H (-1.767, 1.690, 5.059)  0.0016
H (-4.054, 1.139, 5.891)  0.0006
H (-5.714, 0.114, 4.411)  0.0008
H (-5.167, -0.397, 2.036)  0.0014
H (5.790, -0.649, -1.934)  0.0019
H (6.457, -1.992, -3.924)  0.0007
H (4.769, -2.956, -5.414)  0.0008
H (2.342, -2.610, -4.989)  0.0010
H (-1.693, -1.525, -5.523)  0.0030
H (-4.075, -1.311, -6.223)  0.0007
H (-5.819, -0.762, -4.594)  0.0009
H (-5.260, -0.412, -2.192)  0.0018
H (2.010, 3.162, 4.467)  0.0023
Cl (-5.507, -9.393, 5.285)  0.0000
C (-4.385, -8.278, 4.593)  0.0000
C (-3.330, -7.799, 5.350)  0.0000
C (-2.435, -6.920, 4.763)  0.0000
C (-2.570, -6.495, 3.445)  -0.0006
C (-1.520, -5.566, 2.881)  0.0005
C (-2.098, -4.181, 2.583)  -0.0008
N (-1.051, -3.220, 2.249)  0.0095
C (-0.100, -2.705, 3.094)  0.0009
C (0.699, -1.915, 2.326)  0.0035
N (0.261, -1.949, 1.018)  0.0998
C (-0.795, -2.743, 1.022)  0.0045
O (-0.946, -6.119, 1.714)  0.0000
C (0.479, -6.097, 1.643)  -0.0002
C (1.155, -6.682, 2.848)  0.0001
C (0.923, -7.933, 3.342)  0.0000
Cl (-0.141, -9.107, 2.698)  0.0000
S (1.844, -8.273, 4.745)  0.0000
C (2.576, -6.730, 4.690)  0.0000
C (2.119, -5.993, 3.642)  -0.0001
C (-3.651, -6.988, 2.718)  0.0003
Cl (-3.933, -6.522, 1.065)  0.0000
C (-4.553, -7.877, 3.278)  0.0000
H (-3.204, -8.122, 6.373)  0.0000
H (-1.590, -6.568, 5.343)  0.0000
H (-0.747, -5.461, 3.649)  0.0002
H (-2.668, -3.812, 3.436)  0.0003
H (-2.757, -4.249, 1.720)  0.0003
H (-0.070, -2.944, 4.144)  -0.0002
H (1.567, -1.351, 2.625)  0.0055
H (-1.383, -3.012, 0.159)  0.0074
H (0.849, -5.077, 1.488)  -0.0003
H (0.716, -6.679, 0.751)  -0.0001
H (3.306, -6.453, 5.433)  0.0000
H (2.455, -4.988, 3.423)  0.0001
H (-5.378, -8.254, 2.691)  0.0000
C (1.399, 1.694, -6.756)  -0.0003
C (2.385, 2.461, -5.880)  0.0038
C (2.417, 1.949, -4.447)  0.0105
N (1.165, 2.266, -3.745)  0.0396
C (0.967, 2.616, -2.488)  0.0042
S (-0.562, 2.397, -1.751)  0.1306
N (1.979, 3.114, -1.723)  0.0191
C (3.125, 3.923, -1.996)  0.0042
O (4.014, 3.896, -1.187)  0.0029
C (3.096, 4.798, -3.190)  0.0018
C (4.301, 5.086, -3.827)  0.0001
C (4.312, 5.933, -4.921)  0.0000
C (3.129, 6.518, -5.358)  -0.0002
C (1.933, 6.255, -4.704)  0.0022
C (1.911, 5.386, -3.625)  -0.0010
H (1.452, 2.036, -7.788)  0.0001
H (0.363, 1.832, -6.433)  -0.0003
H (1.617, 0.624, -6.746)  0.0001
H (2.141, 3.525, -5.870)  -0.0006
H (3.393, 2.372, -6.289)  0.0000
H (3.259, 2.363, -3.906)  0.0008
H (2.521, 0.859, -4.446)  -0.0075
H (0.319, 1.983, -4.221)  -0.0092
H (1.800, 3.046, -0.730)  -0.0025
H (5.216, 4.645, -3.453)  -0.0001
H (5.245, 6.153, -5.423)  0.0000
H (3.142, 7.191, -6.205)  0.0000
H (1.019, 6.735, -5.028)  0.0000
H (0.979, 5.197, -3.104)  -0.0007

For the gap between HOMO and LUMO (alpha / beta), the calculation gives 5.0 / 4.5 eV. The total energy is -145668.125 eV. The LUMO energy (alpha / beta) comes out at -6.79 / -7.58 eV. The multiplicity is 5. Its charge is +2. The calculation puts the strongest force on any atom at 0.26 eV Å⁻¹. As for the energy above the lowest of the compared OMol25 structures with the same formula, charge and spin: 0.2 kcal per mole.